No. 1
The following is a quantum chemistry calculation of 2 unconnected molecules or ions with the total composition C6H13N4, from OMol25.

CARTESIAN COORDINATES (ANGSTROEM)
C: -2.32 0.72 -0.33
C: -2.77 -0.52 0.41
C: -1.07 1.03 -0.67
C: -0.40 -1.12 0.00
C: 3.23 -0.11 0.31
C: 3.11 1.11 0.79
N: -1.54 -1.34 0.64
N: -0.11 0.01 -0.64
N: -0.64 2.27 -1.05
N: 0.56 -2.05 0.06
H: -3.26 1.26 -0.63
H: -3.12 -0.26 1.40
H: 3.69 -0.48 -0.58
H: 2.97 -1.08 0.96
H: -3.63 -0.97 -0.09
H: 2.66 1.28 1.82
H: 3.13 2.03 0.27
H: -1.76 -2.29 1.04
H: 0.79 0.28 -0.88
H: 0.05 2.23 -1.81
H: -1.38 2.85 -1.23
H: 0.26 -2.94 0.33
H: 1.52 -1.89 -0.14

Its HOMO-LUMO gap is 9.23 eV. The calculation puts the HOMO energy at -0.4408 Eh. Its energy relative to the best compared isomer or geometry (same formula, charge and spin) is 27.4 kcal/mol. For the total energy, the calculation gives -12385.721 eV. Its multiplicity is 1. As for the charge: +1.

Here are the natural (NBO) charges for atoms 1 to 5, given in e: C -0.36; C -0.22; C 0.34; C 0.70; C -0.45

=====

No. 2
The following is a quantum chemistry calculation of a gas-phase ion, C6H13N4 (charge +1), from OMol25.

CARTESIAN COORDINATES (ANGSTROEM)
C: 0.61 1.50 0.57
C: -1.05 -0.76 1.04
C: 1.43 -0.74 0.78
C: 2.14 0.73 -1.00
C: -0.14 -1.62 -0.81
C: -1.47 0.18 -0.16
N: 1.44 0.60 0.11
N: 0.13 -1.42 0.59
N: -2.39 1.12 0.04
N: -0.99 -0.45 -1.27
H: 0.43 2.44 0.16
H: 0.74 1.69 1.61
H: -0.93 -0.29 1.92
H: -1.95 -1.30 1.17
H: 2.22 -1.33 0.43
H: 1.58 -0.50 1.88
H: 2.27 1.79 -1.41
H: 2.84 0.06 -1.39
H: 0.63 -1.95 -1.50
H: -0.79 -2.51 -0.79
H: -2.80 1.72 -0.67
H: -2.71 1.17 1.00
H: -1.21 -0.15 -2.31

Its HOMO-LUMO gap (spin up / spin down) is 7.72 / 7.71 eV. The calculation puts the HOMO energy (spin up / spin down) at -0.3984 / -0.3984 Eh. Its energy relative to the best compared isomer or geometry (same formula, charge and spin) is 84.3 kcal/mol. For the total energy, the calculation gives -12383.252 eV. Its multiplicity is 1. As for the charge: +1.

Here are the natural (NBO) charges for atoms 1 to 5, given in e: C -0.45; C -0.26; C -0.04; C -0.24; C -0.07

=====

No. 3
The following is a quantum chemistry calculation of 2 unconnected molecules or ions with the total composition C6H13N4O6S, from OMol25.

CARTESIAN COORDINATES (ANGSTROEM)
N: -0.81 -1.49 -0.74
C: 0.37 -0.92 -0.83
N: 1.40 -1.35 0.08
C: 2.33 -0.17 0.01
C: 2.33 -0.03 -1.56
C: 2.78 -1.27 -2.43
O: 3.44 -0.82 -3.63
N: 2.64 0.09 -4.33
O: 1.77 -0.48 -4.89
N: 0.85 0.08 -1.76
H: -1.69 -1.07 -1.03
H: -0.83 -2.44 -0.36
H: 1.07 -1.59 1.02
H: 3.29 -0.21 0.57
H: 1.68 0.71 0.32
H: 2.99 0.81 -1.86
H: 1.96 -1.98 -2.72
H: 3.54 -1.88 -1.86
H: 0.64 1.06 -1.52
C: -3.82 1.01 2.33
C: -3.06 1.97 3.24
O: -1.76 1.38 3.37
S: -1.38 0.61 2.01
O: -0.56 1.47 1.21
O: -0.99 -0.73 2.33
O: -2.86 0.58 1.36
H: -4.17 0.14 2.87
H: -4.66 1.50 1.83
H: -3.54 2.08 4.21
H: -2.94 2.95 2.77

Its HOMO-LUMO gap is 9.36 eV. The calculation puts the HOMO energy at -0.4860 Eh. Its energy relative to the best compared isomer or geometry (same formula, charge and spin) is 18.8 kcal/mol. For the total energy, the calculation gives -35502.193 eV. Its multiplicity is 1. As for the charge: +1.

Here are the natural (NBO) charges for atoms 1 to 5, given in e: N -0.73; C 0.73; N -0.60; C -0.24; C -0.11

=====

No. 4
The following is a quantum chemistry calculation of 2 unconnected molecules or ions with the total composition C6H13N5, from OMol25.

CARTESIAN COORDINATES (ANGSTROEM)
C: -0.48 -2.03 -0.37
C: -0.88 -0.20 -2.05
C: 1.94 1.23 2.37
C: 1.08 1.47 1.38
C: 0.84 -0.03 -0.35
C: -0.07 2.35 1.33
N: -1.04 -1.51 -1.57
N: 0.55 -1.37 0.09
N: -0.04 0.52 -1.30
N: -1.03 -3.16 0.09
N: -1.48 0.27 -3.15
H: 2.01 1.92 3.18
H: 2.60 0.39 2.34
H: 1.91 0.15 -0.70
H: -0.85 2.01 1.91
H: 0.22 3.30 1.63
H: -0.43 2.41 0.33
H: -1.74 -2.22 -2.00
H: 1.03 -1.52 0.96
H: -0.04 1.53 -1.47
H: -1.73 -3.61 -0.53
H: -0.67 -3.66 0.89
H: -2.35 -0.25 -3.20
H: -1.24 1.13 -3.66

Its HOMO-LUMO gap is 8.42 eV. The calculation puts the HOMO energy at -0.5929 Eh. Its energy relative to the best compared isomer or geometry (same formula, charge and spin) is 83.1 kcal/mol. For the total energy, the calculation gives -13864.050 eV. Its multiplicity is 1. As for the charge: +2.

Here are the natural (NBO) charges for atoms 1 to 5, given in e: C 0.69; C 0.70; C -0.43; C 0.20; C 0.02

=====

No. 5
The following is a quantum chemistry calculation of 2 unconnected molecules or ions with the total composition C6H13N6, from OMol25.

CARTESIAN COORDINATES (ANGSTROEM)
C: 1.78 1.09 -0.05
C: 2.25 -0.36 0.08
C: 0.40 0.97 0.06
C: -2.14 -0.01 -0.13
C: 2.57 2.23 -0.39
C: -2.51 2.44 0.32
N: 1.16 -1.15 0.14
N: 0.09 -0.39 -0.06
N: -1.15 -0.94 -0.20
N: -1.91 1.27 -0.28
N: 3.49 -0.83 0.31
N: -1.15 -3.53 -0.14
H: -3.08 -0.58 0.24
H: 3.51 1.83 -0.86
H: 1.90 2.79 -1.05
H: 2.75 2.94 0.49
H: -2.73 3.24 -0.45
H: -3.57 2.27 0.62
H: -2.03 2.63 1.30
H: -1.90 -3.72 -0.80
H: 4.27 -0.15 0.52
H: 3.50 -1.78 0.84
H: -0.29 -4.16 -0.33
H: -1.54 -3.80 0.81
H: -1.04 -2.05 -0.27

Its HOMO-LUMO gap (spin up / spin down) is 6.31 / 7.61 eV. The calculation puts the HOMO energy (spin up / spin down) at -0.4334 / -0.4372 Eh. Its energy relative to the best compared isomer or geometry (same formula, charge and spin) is 93.6 kcal/mol. For the total energy, the calculation gives -15361.110 eV. Its multiplicity is 1. As for the charge: +1.

Here are the natural (NBO) charges for atoms 1 to 5, given in e: C -0.14; C 0.41; C 0.24; C 0.28; C -0.66

=====

No. 6
The following is a quantum chemistry calculation of 2 unconnected molecules or ions with the total composition C6H13NO, from OMol25.

CARTESIAN COORDINATES (ANGSTROEM)
C: -2.53 -0.66 0.13
O: -1.36 -0.32 0.86
H: 0.58 -1.51 -1.61
H: -3.11 0.21 -0.19
H: -2.27 -1.29 -0.72
H: -3.17 -1.24 0.80
C: 2.13 -1.50 -0.01
C: 0.25 1.27 1.65
C: 1.47 -0.98 -1.24
C: -0.74 0.88 0.59
C: -0.94 1.66 -0.48
N: 1.95 0.03 -1.89
H: 1.36 0.23 -2.70
H: 1.37 -1.69 0.75
H: 2.85 -0.77 0.38
H: 2.64 -2.43 -0.24
H: 0.31 0.52 2.44
H: 1.26 1.38 1.23
H: -0.05 2.22 2.12
H: -1.61 1.41 -1.29
H: -0.39 2.60 -0.58

Its HOMO-LUMO gap is 9.60 eV. The calculation puts the HOMO energy at -0.3189 Eh. Its energy relative to the best compared isomer or geometry (same formula, charge and spin) is 54.3 kcal/mol. For the total energy, the calculation gives -9968.818 eV. Its multiplicity is 1. The SMILES is [H]/N=C/C.C=C(C)OC.

Here are the natural (NBO) charges for atoms 1 to 5, given in e: C -0.25; O -0.52; H 0.15; H 0.19; H 0.18

=====

No. 7
The following is a quantum chemistry calculation of a molecular structure, C6H13NO, from OMol25.

CARTESIAN COORDINATES (ANGSTROEM)
C: 1.42 -0.75 -1.57
N: 0.41 -1.29 -0.64
C: 0.21 -0.55 0.58
C: -0.98 0.35 0.66
C: -2.33 -0.33 0.32
C: -0.78 1.58 -0.22
C: 1.35 -0.10 1.30
O: 2.37 0.80 0.97
H: 1.34 -1.19 -2.55
H: 1.32 0.32 -1.63
H: 2.43 -0.88 -1.17
H: 0.69 -2.22 -0.38
H: 2.40 -0.48 0.80
H: -1.13 0.67 1.70
H: -2.43 -1.11 1.06
H: -3.11 0.42 0.46
H: -2.35 -0.66 -0.71
H: -0.51 1.28 -1.23
H: 0.11 2.13 0.11
H: -1.64 2.24 -0.26
H: 1.22 -0.24 2.38

Its HOMO-LUMO gap is 6.52 eV. The calculation puts the HOMO energy at -0.2809 Eh. Its energy relative to the best compared isomer or geometry (same formula, charge and spin) is 164.0 kcal/mol. For the total energy, the calculation gives -9964.064 eV. Its multiplicity is 1.

Here are the natural (NBO) charges for atoms 1 to 5, given in e: C -0.42; N -0.68; C 0.23; C -0.27; C -0.60

=====

No. 8
The following is a quantum chemistry calculation of a single C6H13NO molecule, from OMol25.

CARTESIAN COORDINATES (ANGSTROEM)
C: -1.76 -1.75 0.41
C: -0.37 -1.52 0.92
N: 0.26 -0.30 0.53
C: 1.64 -0.16 1.11
C: 0.12 2.12 -0.23
C: -0.34 0.65 -0.42
C: 0.32 0.29 -1.77
O: 0.31 -2.24 1.62
H: -1.87 -2.41 -0.46
H: -2.46 -0.94 0.19
H: -2.25 -2.30 1.23
H: 2.41 -0.79 0.65
H: 1.40 -0.24 2.18
H: 1.97 0.86 0.88
H: -0.34 2.54 0.71
H: 1.15 2.18 0.08
H: -0.31 2.69 -1.04
H: -1.43 0.56 -0.36
H: 1.38 0.54 -1.65
H: 0.20 -0.76 -2.03
H: -0.01 0.98 -2.56

Its HOMO-LUMO gap is 9.66 eV. The calculation puts the HOMO energy at -0.3231 Eh. Its energy relative to the best compared isomer or geometry (same formula, charge and spin) is 33.4 kcal/mol. For the total energy, the calculation gives -9969.727 eV. Its multiplicity is 1. The SMILES is CC(=O)N(C)C(C)C.

Here are the natural (NBO) charges for atoms 1 to 5, given in e: C -0.74; C 0.68; N -0.46; C -0.41; C -0.63

=====

No. 9
The following is a quantum chemistry calculation of 2 unconnected molecules or ions with the total composition C6H13NO, from OMol25.

CARTESIAN COORDINATES (ANGSTROEM)
C: 1.02 -2.04 0.35
N: 0.02 -0.96 0.26
C: 0.38 0.32 -0.14
C: 0.98 0.62 -1.30
C: 1.23 -0.31 -2.45
C: -0.69 2.49 0.34
C: 0.06 1.48 0.75
H: 0.46 -2.94 0.57
H: 1.75 -1.85 1.14
H: 1.54 -2.14 -0.60
H: -0.53 -0.98 1.11
H: 1.25 1.64 -1.52
H: 0.82 0.14 -3.35
H: 0.83 -1.31 -2.25
H: 2.29 -0.46 -2.70
H: -0.91 3.44 0.81
H: -1.34 2.35 -0.52
H: 0.60 1.47 1.68
H: -2.75 -0.58 0.96
H: -2.31 -0.24 2.51
O: -2.52 -0.90 1.84

Its HOMO-LUMO gap is 8.66 eV. The calculation puts the HOMO energy at -0.2860 Eh. Its energy relative to the best compared isomer or geometry (same formula, charge and spin) is 55.9 kcal/mol. For the total energy, the calculation gives -9968.752 eV. Its multiplicity is 1. The SMILES is C=C/C(=C/C)NC.O.

Here are the natural (NBO) charges for atoms 1 to 5, given in e: C -0.40; N -0.64; C 0.12; C -0.25; C -0.65

=====

No. 10
The following is a quantum chemistry calculation of a single C6H13NO molecule, from OMol25.

CARTESIAN COORDINATES (ANGSTROEM)
C: 0.25 -0.85 -0.68
C: 0.59 0.69 1.41
C: 1.29 -0.11 -1.50
C: 0.38 -2.36 -0.80
N: -1.04 -0.39 -0.97
C: -0.61 1.72 0.92
C: -1.70 1.91 1.66
O: 0.60 -0.57 0.90
H: -1.75 -0.94 -0.49
H: -1.16 0.61 -0.63
H: 1.50 1.26 1.16
H: 0.46 0.59 2.50
H: -0.31 2.47 0.20
H: 1.14 0.97 -1.43
H: 2.29 -0.37 -1.16
H: 1.18 -0.40 -2.55
H: 1.37 -2.66 -0.47
H: 0.22 -2.67 -1.83
H: -0.35 -2.85 -0.16
H: -2.36 2.75 1.51
H: -2.00 1.21 2.42

Its HOMO-LUMO gap is 10.21 eV. The calculation puts the HOMO energy at -0.3367 Eh. Its energy relative to the best compared isomer or geometry (same formula, charge and spin) is 56.4 kcal/mol. For the total energy, the calculation gives -9968.728 eV. Its multiplicity is 1. The SMILES is C=CCOC(C)(C)N.

Here are the natural (NBO) charges for atoms 1 to 5, given in e: C 0.44; C -0.06; C -0.65; C -0.63; N -0.84

=====

No. 11
The following is a quantum chemistry calculation of a single C6H13NO molecule, from OMol25.

CARTESIAN COORDINATES (ANGSTROEM)
C: -0.27 0.92 -2.34
N: 0.00 1.18 -0.94
C: 0.15 -0.10 -0.18
C: 0.25 0.30 1.30
C: -1.11 0.73 1.82
C: -1.90 -0.03 2.57
C: 1.42 -0.86 -0.64
O: 1.04 -2.17 -0.97
H: 0.18 1.69 -2.95
H: -0.04 -0.07 -2.73
H: -1.35 0.98 -2.51
H: 0.87 1.70 -0.86
H: -0.72 -0.69 -0.42
H: 0.93 1.14 1.44
H: 0.56 -0.52 1.92
H: -1.42 1.76 1.63
H: -2.79 0.34 3.06
H: -1.70 -1.05 2.87
H: 2.22 -0.79 0.12
H: 1.87 -0.33 -1.48
H: 1.76 -2.82 -0.93

Its HOMO-LUMO gap is 9.72 eV. The calculation puts the HOMO energy at -0.3254 Eh. Its energy relative to the best compared isomer or geometry (same formula, charge and spin) is 53.0 kcal/mol. For the total energy, the calculation gives -9968.874 eV. Its multiplicity is 1. The SMILES is C=CC[C@H](CO)NC.

Here are the natural (NBO) charges for atoms 1 to 5, given in e: C -0.43; N -0.62; C -0.07; C -0.44; C -0.16